Computed, not measured: C31H25N11OPd as an isolated structure in a non-equilibrium geometry, with wB97M-V/def2-TZVPD.

Output
LUMO energy (alpha / beta) (eV): -6.439 / -9.818
Spin multiplicity: 3
<S²>: 2.0561
Total charge: +2

Element x y z (Å)
Pd -0.57135 -2.29051 -0.28946
C -3.21850 -2.50740 -5.49898
C -2.72794 -1.49516 -4.68948
C -2.19004 -1.78834 -3.44935
C -2.10411 -3.10211 -2.98545
C -2.61583 -4.12021 -3.81331
C -3.16526 -3.81838 -5.04144
N -1.54502 -3.42067 -1.74345
N -1.59441 -4.68769 -1.43704
C -1.06760 -5.07124 -0.28615
C -1.09577 -6.41959 0.12400
C -0.55334 -6.76612 1.33075
C 0.02471 -5.77657 2.14308
C 0.03379 -4.48137 1.69870
N -0.48917 -4.11689 0.51413
H -3.63643 -2.27710 -6.46924
H -2.75448 -0.46518 -5.02290
H -1.84069 -0.98542 -2.83214
H -2.56540 -5.13496 -3.45217
H -3.56213 -4.61547 -5.65592
H -1.55233 -7.14583 -0.53142
H -0.56733 -7.79423 1.66549
H 0.45808 -6.01460 3.10282
H 0.47055 -3.70080 2.30489
C 3.11486 -0.47625 3.50827
N 1.88752 -0.81617 2.80610
C 1.71566 -1.22301 1.54513
N 0.42216 -1.41080 1.33558
C -0.16274 -1.10219 2.52868
N 0.70376 -0.73419 3.43502
C 3.66944 0.88426 3.13748
C 5.02701 1.16470 3.33016
C 5.53672 2.44024 3.10893
C 4.70987 3.45762 2.67931
C 3.35936 3.16963 2.43762
C 2.84198 1.88457 2.67782
C 2.47581 4.16768 1.93385
N 2.54551 5.49420 2.03088
N 1.45588 5.98797 1.47675
C 0.75290 4.96257 0.99994
O 1.35890 3.78528 1.27522
C -0.46523 4.95019 0.25892
C -1.40957 5.97642 0.39892
C -2.60893 5.86649 -0.27383
C -2.85817 4.77493 -1.10089
C -1.89780 3.77459 -1.28277
C -2.12909 2.64226 -2.26609
N -1.34832 1.45592 -1.95197
C -1.56794 0.52279 -1.02433
N -0.57904 -0.35900 -1.06905
C 0.22352 0.08694 -2.07928
N -0.21371 1.19146 -2.62200
C -0.70858 3.85982 -0.59150
H 3.85721 -1.25481 3.33717
H 2.85247 -0.48327 4.56584
H 2.50596 -1.37350 0.82760
H -1.22225 -1.16352 2.71066
H 5.69076 0.38335 3.68145
H 6.58616 2.63670 3.27875
H 5.09155 4.45509 2.50504
H 1.78315 1.70534 2.53850
H -1.20387 6.81870 1.04645
H -3.36019 6.63528 -0.15749
H -3.80323 4.71441 -1.62760
H -1.80375 2.94825 -3.26001
H -3.18422 2.37772 -2.31905
H -2.40208 0.51361 -0.34165
H 1.12742 -0.40903 -2.38901
H 0.06315 3.11260 -0.72549